{
  "formula": "C31H50INO18PS",
  "method": "ωB97M-V/def2-TZVPD",
  "elements": ["C", "C", "O", "C", "C", "O", "P", "O", "C", "O", "O", "O", "C", "I", "N", "C", "S", "H", "H", "H", "H", "H", "H", "H", "H", "H", "H", "H", "H", "H", "H", "O", "C", "O", "C", "C", "C", "H", "H", "H", "H", "H", "H", "O", "C", "O", "C", "C", "C", "H", "H", "H", "H", "H", "H", "O", "C", "O", "C", "C", "C", "H", "H", "H", "H", "H", "H", "O", "C", "O", "C", "C", "C", "H", "H", "H", "H", "H", "H", "O", "C", "O", "C", "C", "C", "H", "H", "H", "H", "H", "H", "O", "C", "O", "C", "C", "C", "H", "H", "H", "H", "H", "H"],
  "positions_angstrom": [[-4.547, -2.059, -3.935], [-3.539, -1.028, -4.429], [-3.125, -1.423, -5.764], [-2.250, -0.896, -3.643], [-2.432, -0.635, -2.158], [-1.922, 0.566, -1.692], [-2.213, 0.596, 0.038], [-2.304, 2.339, -0.048], [-0.342, 0.771, 0.522], [-0.246, 0.891, 1.952], [-0.135, -0.424, 2.494], [-1.963, -1.190, 0.014], [-1.759, -1.652, -1.186], [-2.375, -3.731, -1.501], [-0.272, -1.604, -1.596], [0.462, -2.297, -0.905], [1.601, -2.784, 0.042], [-4.476, -2.974, -4.496], [-5.543, -1.670, -4.128], [-4.503, -2.248, -2.877], [-4.015, -0.060, -4.541], [-3.920, -1.777, -6.167], [-1.713, -0.059, -4.066], [-1.623, -1.763, -3.809], [-3.500, -0.676, -1.935], [-2.504, 0.609, 1.454], [-3.621, 0.443, -0.171], [-2.020, 2.559, -0.935], [0.127, 1.659, 0.135], [0.287, -0.072, 0.255], [-0.989, -0.572, 2.916], [6.969, -3.575, 2.489], [6.022, -2.909, 2.799], [4.767, -3.185, 2.382], [3.860, -2.154, 2.834], [4.547, -1.507, 4.019], [6.021, -1.651, 3.652], [3.702, -1.447, 2.017], [2.906, -2.604, 3.096], [4.226, -0.484, 4.186], [4.333, -2.077, 4.919], [6.377, -0.818, 3.043], [6.659, -1.775, 4.522], [0.671, 0.619, -4.298], [1.660, -0.013, -4.502], [2.720, 0.469, -5.220], [3.712, -0.559, -5.374], [3.455, -1.542, -4.237], [1.942, -1.434, -4.064], [3.584, -1.020, -6.357], [4.700, -0.106, -5.324], [3.809, -2.549, -4.449], [3.954, -1.195, -3.331], [1.405, -2.121, -4.720], [1.631, -1.577, -3.037], [-5.887, -3.664, -6.300], [-5.132, -4.193, -7.060], [-4.103, -4.965, -6.644], [-3.298, -5.369, -7.763], [-4.214, -5.254, -8.975], [-5.119, -4.090, -8.575], [-2.437, -4.700, -7.825], [-2.944, -6.383, -7.596], [-3.675, -5.100, -9.908], [-4.809, -6.163, -9.077], [-4.692, -3.126, -8.854], [-6.125, -4.181, -8.974], [3.376, 1.164, 6.129], [2.408, 0.461, 6.163], [2.486, -0.886, 6.051], [1.161, -1.455, 6.012], [0.262, -0.416, 6.665], [0.959, 0.887, 6.280], [0.893, -1.634, 4.969], [1.168, -2.404, 6.544], [-0.773, -0.479, 6.337], [0.278, -0.536, 7.750], [0.623, 1.257, 5.310], [0.841, 1.655, 7.037], [-1.720, 2.563, 9.558], [-1.504, 3.471, 8.812], [-1.086, 3.291, 7.537], [-0.805, 4.560, 6.920], [-1.607, 5.578, 7.720], [-1.603, 4.955, 9.116], [0.271, 4.740, 6.975], [-1.101, 4.519, 5.875], [-1.189, 6.581, 7.677], [-2.629, 5.622, 7.342], [-0.726, 5.250, 9.694], [-2.507, 5.172, 9.675], [2.285, 2.401, -0.297], [2.167, 3.555, -0.567], [1.003, 4.091, -1.008], [1.186, 5.468, -1.355], [2.420, 5.917, -0.579], [3.242, 4.630, -0.526], [1.328, 5.536, -2.436], [0.291, 6.022, -1.082], [2.934, 6.758, -1.041], [2.133, 6.211, 0.431], [3.882, 4.515, -1.402], [3.832, 4.547, 0.381]],
  "forces_ev_per_angstrom": [[-0.538, 0.879, -0.055], [0.415, -0.848, -0.455], [-0.030, 0.188, -0.021], [0.141, 0.563, 0.179], [-0.244, -0.906, -0.358], [0.019, -0.161, 0.123], [0.779, 2.598, 0.888], [-0.489, -0.651, 0.455], [-0.588, -0.775, 0.058], [0.141, 0.449, 0.040], [0.443, -0.308, 0.306], [-0.242, -1.013, 0.998], [0.052, 1.467, -1.691], [-0.186, -0.202, 0.200], [0.095, -2.374, 1.350], [-0.166, 2.343, -0.909], [0.317, -0.815, 0.184], [0.308, -0.468, 0.087], [-0.304, -0.034, -0.070], [0.149, -0.154, 0.310], [-0.104, 0.341, 0.306], [-0.085, -0.029, -0.203], [0.312, 0.210, -0.043], [0.032, -0.380, -0.056], [-0.257, -0.103, 0.200], [0.166, -0.273, -0.046], [0.126, -0.235, -0.491], [0.037, 0.098, -0.232], [-0.101, 0.372, -0.096], [-0.012, -0.069, -0.168], [-0.375, 0.163, -0.282], [-0.016, -0.176, -0.025], [0.162, 0.250, -0.067], [0.056, 0.025, 0.115], [-0.165, 0.185, -0.041], [0.296, 0.051, -0.017], [-0.485, -0.196, 0.117], [-0.017, -0.061, -0.048], [0.026, -0.140, -0.151], [-0.001, 0.036, 0.004], [0.016, 0.020, 0.079], [0.083, -0.021, -0.002], [0.200, 0.028, -0.126], [0.189, 0.354, -0.214], [-0.391, -0.342, 0.117], [0.093, 0.010, 0.003], [0.060, -0.065, 0.068], [-0.081, -0.058, -0.018], [0.685, 0.058, 0.057], [-0.023, -0.015, 0.003], [-0.050, 0.133, -0.046], [0.004, 0.018, -0.074], [0.005, 0.005, 0.005], [-0.123, 0.032, 0.061], [-0.265, -0.014, -0.088], [-0.134, -0.098, -0.044], [0.021, 0.255, -0.089], [-0.041, -0.117, -0.038], [0.098, -0.038, -0.137], [-0.058, 0.097, -0.065], [0.171, -0.481, -0.071], [-0.022, 0.035, 0.008], [-0.026, 0.012, 0.163], [0.057, 0.032, 0.040], [0.014, -0.015, 0.010], [-0.067, 0.050, 0.021], [-0.061, 0.217, 0.060], [0.211, -0.081, 0.096], [-0.238, 0.285, -0.280], [-0.175, -0.018, 0.233], [-0.215, -0.101, -0.065], [-0.033, 0.119, -0.013], [-0.097, -0.405, 0.282], [0.027, 0.072, -0.019], [0.180, -0.005, 0.003], [0.019, -0.016, -0.074], [-0.007, -0.014, 0.003], [0.060, 0.054, -0.021], [0.063, 0.172, -0.140], [-0.045, -0.169, -0.050], [0.139, 0.118, 0.234], [-0.055, 0.053, 0.011], [-0.012, 0.141, -0.127], [-0.009, 0.039, 0.146], [-0.175, 0.135, -0.494], [0.005, -0.012, 0.030], [0.017, -0.183, -0.005], [0.067, -0.028, -0.016], [0.007, -0.007, -0.030], [-0.023, -0.036, 0.080], [0.087, -0.083, 0.204], [0.133, -0.056, 0.034], [0.208, -0.074, -0.173], [-0.016, 0.066, 0.036], [0.012, 0.119, -0.008], [0.154, -0.010, -0.013], [-0.339, 0.397, 0.171], [0.024, -0.004, 0.001], [-0.089, -0.129, 0.001], [-0.033, -0.023, -0.061], [-0.026, 0.002, -0.002], [0.039, -0.068, 0.023], [0.116, -0.189, -0.074]],
  "homo_lumo_gap_ev": 6.9,
  "total_charge": -1,
  "homo_energy_ha": -0.17613,
  "lumo_energy_ev": 2.103
}


{
  "formula": "C31H50O2P2V",
  "method": "ωB97M-V/def2-TZVPD",
  "elements": ["V", "C", "C", "C", "C", "C", "C", "H", "H", "H", "C", "H", "H", "H", "C", "H", "H", "H", "C", "H", "H", "H", "C", "H", "H", "H", "C", "C", "C", "C", "C", "C", "C", "C", "H", "H", "H", "H", "H", "H", "H", "H", "H", "H", "H", "H", "P", "C", "H", "H", "H", "C", "H", "H", "H", "C", "H", "H", "H", "P", "C", "H", "H", "H", "C", "H", "H", "H", "C", "H", "H", "H", "O", "C", "O", "C", "C", "C", "C", "C", "C", "H", "H", "H", "H", "H"],
  "positions_angstrom": [[0.380, 0.639, 0.392], [1.138, 1.887, 1.889], [2.059, 1.836, 0.797], [0.047, 2.662, -0.003], [-0.094, 2.427, 1.399], [1.394, 2.322, -0.366], [1.412, 1.482, 3.288], [2.169, 0.691, 3.321], [0.500, 1.142, 3.795], [1.809, 2.330, 3.863], [-1.296, 2.738, 2.201], [-1.131, 2.531, 3.262], [-2.140, 2.131, 1.843], [-1.579, 3.796, 2.087], [-1.028, 3.122, -0.909], [-0.974, 4.210, -1.054], [-2.017, 2.881, -0.495], [-0.941, 2.647, -1.895], [2.024, 2.531, -1.690], [2.511, 3.517, -1.732], [1.290, 2.490, -2.499], [2.802, 1.778, -1.868], [3.495, 1.487, 0.901], [4.075, 2.296, 1.371], [3.918, 1.303, -0.087], [3.637, 0.585, 1.503], [2.395, -2.740, 0.224], [3.109, -1.930, 1.018], [4.606, -1.888, 1.011], [5.320, -1.244, -0.218], [4.472, -0.766, -1.362], [3.763, -1.598, -2.135], [3.797, -3.090, -1.951], [3.030, -3.694, -0.743], [5.020, -2.904, 1.132], [6.051, -1.984, -0.589], [4.928, -1.320, 1.898], [3.728, -4.369, -0.220], [1.300, -2.813, 0.285], [2.634, -1.328, 1.805], [2.231, -4.331, -1.154], [3.381, -3.542, -2.867], [3.253, -1.253, -3.037], [4.845, -3.429, -1.882], [5.903, -0.381, 0.150], [4.624, 0.279, -1.642], [-0.786, -1.226, 2.165], [-2.018, -0.522, 3.340], [-2.441, -1.346, 3.932], [-2.805, -0.049, 2.740], [-1.556, 0.227, 3.993], [-1.818, -2.587, 1.510], [-2.269, -3.104, 2.369], [-1.197, -3.288, 0.941], [-2.627, -2.179, 0.867], [0.302, -2.110, 3.359], [0.922, -2.836, 2.821], [-0.320, -2.616, 4.111], [0.962, -1.389, 3.857], [-0.566, -0.553, -2.044], [0.431, 0.053, -3.465], [0.310, -0.639, -4.314], [1.490, 0.089, -3.174], [0.096, 1.058, -3.761], [-0.314, -2.349, -2.353], [0.752, -2.549, -2.528], [-0.905, -2.659, -3.232], [-0.639, -2.925, -1.480], [-2.278, -0.355, -2.709], [-2.334, -0.649, -3.766], [-2.585, 0.692, -2.601], [-2.973, -0.956, -2.109], [-4.081, -1.239, 0.018], [-3.810, -0.014, 0.122], [-2.699, 0.496, 0.510], [-4.866, 0.978, -0.296], [-5.876, 0.588, -1.187], [-6.849, 1.502, -1.588], [-6.853, 2.801, -1.056], [-5.829, 3.204, -0.182], [-4.837, 2.296, 0.188], [-5.878, -0.450, -1.532], [-7.613, 1.190, -2.295], [-7.648, 3.494, -1.305], [-5.807, 4.209, 0.225], [-4.035, 2.579, 0.874]],
  "forces_ev_per_angstrom": [[-2.936, -5.081, -1.005], [-0.066, 1.104, -0.113], [-0.020, 1.215, 0.340], [0.935, 0.582, 0.387], [0.737, 0.931, 0.269], [-0.076, 1.026, 0.400], [0.189, -0.112, 0.544], [-0.189, 0.078, 0.102], [0.312, 0.010, -0.114], [-0.075, -0.130, -0.150], [-0.700, -0.166, 0.213], [-0.067, 0.096, -0.216], [0.081, 0.087, 0.121], [0.213, -0.279, 0.007], [-0.594, 0.143, -0.374], [0.049, -0.226, 0.027], [0.249, -0.024, -0.161], [-0.078, 0.173, 0.186], [0.320, -0.085, -0.513], [-0.165, -0.220, 0.091], [0.194, 0.017, 0.116], [-0.208, 0.163, -0.136], [0.554, -0.393, 0.003], [-0.322, -0.120, -0.097], [-0.031, 0.044, 0.281], [0.097, 0.222, -0.095], [0.049, 0.216, 0.397], [-0.490, -0.336, -0.046], [0.459, 0.110, 0.415], [0.411, 0.291, 0.116], [0.102, -0.356, -0.612], [0.461, 0.211, 0.035], [-0.037, -0.224, -0.424], [-0.308, -0.502, -0.243], [-0.321, 0.265, 0.042], [-0.205, 0.357, 0.007], [-0.040, -0.339, -0.198], [-0.338, 0.228, 0.019], [0.355, 0.289, 0.205], [-0.180, -0.220, -0.401], [0.282, 0.076, 0.243], [0.292, 0.084, 0.318], [0.134, 0.191, 0.311], [-0.300, 0.248, -0.121], [-0.116, -0.425, -0.183], [-0.380, -0.249, -0.072], [-0.463, -0.060, 0.240], [0.110, 0.356, -0.331], [0.216, 0.279, -0.121], [0.196, -0.128, 0.240], [-0.174, -0.197, -0.004], [0.183, 0.084, -0.315], [0.199, 0.066, -0.240], [-0.123, 0.005, 0.100], [0.371, -0.118, 0.281], [0.141, 0.133, -0.199], [-0.112, 0.082, 0.210], [0.234, 0.096, -0.255], [-0.121, -0.218, 0.000], [-0.025, -0.244, -0.627], [0.108, 0.229, 0.014], [-0.002, 0.302, 0.247], [-0.320, 0.027, -0.205], [0.169, -0.298, 0.005], [0.024, -0.174, 0.438], [-0.255, 0.035, 0.056], [0.291, 0.176, 0.355], [-0.002, -0.021, -0.221], [0.036, 0.336, 0.585], [0.228, 0.028, 0.303], [-0.009, -0.165, -0.066], [0.171, 0.068, -0.106], [0.480, 1.337, 0.042], [0.000, -0.830, -0.273], [0.344, -0.246, -0.116], [-0.369, 0.473, -0.067], [0.216, 0.060, 0.211], [0.117, 0.268, 0.357], [0.536, -0.299, 0.139], [-0.173, -0.496, -0.189], [-0.124, -0.314, -0.259], [-0.045, 0.402, 0.076], [0.047, 0.106, 0.154], [0.088, -0.038, -0.096], [-0.113, -0.057, -0.067], [-0.310, -0.015, -0.217]],
  "s2": 2.043,
  "homo_lumo_gap_ev": [5.9, 6.7],
  "total_charge": 1,
  "multiplicity": 3,
  "homo_energy_ha": [-0.39164, -0.39160],
  "lumo_energy_ev": [-4.754, -3.906]
}


no.,E (eV)
1,-99526.94324
2,-81311.79079